--- i ---
{
  "formula": "C6H18N3",
  "method": "ωB97M-V/def2-TZVPD",
  "elements": ["C", "C", "C", "N", "N", "N", "H", "H", "H", "H", "H", "H", "H", "H", "H", "H", "C", "C", "C", "H", "H", "H", "H", "H", "H", "H", "H"],
  "coordinates": [[-0.616, 1.441, 0.710], [-0.010, 2.460, 1.655], [-1.077, -0.567, 2.134], [-0.401, -0.019, 1.160], [-2.307, -0.158, 2.469], [-0.487, -1.585, 2.832], [-1.703, 1.549, 0.576], [-0.314, 1.308, -0.320], [0.726, 3.101, 1.176], [0.489, 1.877, 2.451], [0.501, -0.340, 0.845], [-2.521, 0.828, 2.518], [-2.784, -0.617, 3.231], [0.156, -2.181, 2.319], [-1.097, -2.271, 3.267], [-0.759, 3.142, 2.082], [1.105, -0.214, -2.318], [0.265, -0.524, -3.558], [1.995, -1.403, -1.975], [1.720, 0.697, -2.485], [0.505, 0.143, -1.478], [0.764, -0.868, -4.450], [1.435, -2.343, -2.023], [2.865, -1.544, -2.607], [-0.136, 0.448, -3.846], [-0.703, -1.041, -3.412], [2.391, -1.320, -0.954]],
  "mulliken_charge": [-0.474, -0.942, 0.654, -0.157, -0.405, -0.470, 0.472, 0.206, 0.362, 0.300, 0.132, 0.248, 0.257, 0.266, 0.291, 0.276, 0.926, -1.289, -1.300, 0.310, -0.772, 0.363, 0.310, 0.378, 0.360, 0.338, 0.358],
  "gap_ev": 10.894,
  "charge": 1,
  "mol_weight_g_mol": 132.23,
  "homo_ev": -13.89
}


--- ii ---
{
  "formula": "C6H18N3",
  "method": "ωB97M-V/def2-TZVPD",
  "elements": ["C", "C", "C", "N", "C", "C", "C", "N", "N", "H", "H", "H", "H", "H", "H", "H", "H", "H", "H", "H", "H", "H", "H", "H", "H", "H", "H"],
  "coordinates": [[1.566, -0.892, 1.182], [0.169, -0.173, 1.151], [-0.663, -1.121, 2.035], [-0.309, -0.005, -0.261], [-0.610, -1.277, -0.976], [-1.527, 0.828, -0.381], [0.833, 0.914, -1.228], [0.276, 1.149, -2.460], [0.970, 2.099, -0.474], [1.427, -1.882, 0.850], [2.277, -0.301, 0.567], [1.991, -1.090, 2.246], [0.178, 0.938, 1.564], [-1.673, -0.780, 2.159], [-0.261, -1.169, 3.082], [-0.596, -2.083, 1.796], [-1.661, -1.424, -1.021], [-0.168, -1.096, -1.922], [-0.165, -2.218, -0.707], [-1.019, 1.768, -0.244], [-1.813, 0.748, -1.365], [-2.227, 0.563, 0.334], [1.704, 0.286, -1.358], [0.029, 0.283, -3.053], [-0.336, 1.884, -2.768], [0.878, 2.980, -1.010], [1.794, 2.186, 0.161]],
  "mulliken_charge": [-1.251, 0.120, -1.502, 0.407, -0.803, -1.423, -0.262, -0.538, -0.395, 0.369, 0.296, 0.395, 0.343, 0.362, 0.429, 0.487, 0.380, 0.272, 0.324, 0.560, 0.566, 0.396, 0.424, 0.267, 0.265, 0.243, 0.269],
  "gap_ev": 11.553,
  "charge": 1,
  "mol_weight_g_mol": 132.23,
  "homo_ev": -14.11,
  "smiles": "CC(C)[N+](C)(C)C(N)N"
}


--- iii ---
{
  "formula": "C6H18N3",
  "method": "ωB97M-V/def2-TZVPD",
  "elements": ["C", "C", "C", "N", "N", "N", "H", "H", "H", "H", "H", "H", "H", "H", "H", "H", "C", "C", "C", "H", "H", "H", "H", "H", "H", "H", "H"],
  "coordinates": [[-0.236, -2.110, 0.902], [-0.450, -1.367, 2.190], [1.317, -1.325, -0.781], [0.145, -1.235, -0.194], [2.007, -2.566, -0.794], [1.886, -0.374, -1.500], [0.412, -2.990, 0.980], [-1.287, -2.489, 0.654], [-1.453, -1.329, 2.653], [-0.237, -0.332, 2.023], [-0.343, -0.343, -0.138], [1.392, -3.343, -0.875], [2.952, -2.550, -0.498], [1.359, 0.461, -1.723], [2.786, -0.393, -1.975], [0.216, -1.780, 2.962], [-1.243, 2.677, -0.263], [0.232, 2.646, -0.153], [-1.936, 1.348, -0.651], [-1.675, 3.017, 0.708], [-1.588, 3.418, -1.008], [0.652, 2.440, 0.812], [-1.492, 0.588, 0.026], [-3.013, 1.266, -0.510], [0.638, 3.658, -0.250], [0.803, 2.096, -0.938], [-1.844, 0.912, -1.658]],
  "mulliken_charge": [-0.389, -0.999, 0.635, 0.005, -0.516, -0.226, 0.459, 0.226, 0.315, 0.272, -0.423, 0.254, 0.200, 0.242, 0.258, 0.305, -0.151, -0.892, -0.756, 0.235, 0.307, 0.319, 0.212, 0.401, 0.384, -0.029, 0.353],
  "gap_ev": 11.632,
  "charge": 1,
  "mol_weight_g_mol": 132.23,
  "homo_ev": -14.46
}


i has the most favorable energy; the next structure is 38.8 kJ/mol above.